Computed, not measured: 2 unconnected molecules or ions with the total composition C6H14O, with ωB97M-V with the def2-TZVPD basis set.

```
21
Properties=species:S:1:pos:R:3:forces:R:3:lowdin_charge:R:1
O 3.27414 0.41112 1.58628 -2.585 -0.102 0.982 -0.0306
C -1.02949 0.10772 1.22721 -2.308 2.667 -0.980 -0.2124
C -0.30730 -1.21126 -1.71160 0.879 -0.170 -0.831 -0.0971
C 0.86505 1.04032 -1.56103 -2.147 -5.021 -2.007 0.0345
C -1.31384 0.73440 -0.29826 -1.628 -2.451 -0.230 -0.1511
C -1.87522 -1.09219 1.53544 1.271 -2.388 -0.958 -0.1438
C -0.31900 0.27477 -1.38166 3.206 0.913 3.428 -0.3595
H 2.78291 0.84595 0.88471 0.324 -0.018 -0.177 0.0199
H -0.28121 -2.04715 -0.91044 0.443 1.987 -0.618 0.0875
H -2.38680 0.43892 -0.62549 1.558 0.387 0.616 0.1235
H 4.17246 0.37829 1.38937 2.208 0.101 -0.844 -0.0048
H -2.96618 -0.93897 1.43145 0.723 -0.217 -0.482 0.0846
H 0.01308 0.00936 1.21026 1.493 -0.765 0.497 0.0679
H 0.69360 -1.22673 -2.34088 -2.523 -1.157 0.555 0.0925
H -1.32250 -1.44433 -2.14701 1.365 0.082 -0.623 0.0860
H 1.00868 2.06312 -1.34435 0.022 0.867 0.342 0.0302
H 1.64136 0.42437 -2.18823 -1.119 1.836 1.185 0.0764
H -1.37244 -1.90863 0.93616 -1.645 0.409 -0.218 0.0684
H -1.72359 -1.59403 2.48915 0.104 0.858 0.712 0.0629
H -1.31074 0.81467 2.04747 0.504 0.317 -1.079 0.1062
H -1.26295 1.77360 -0.38291 -0.145 1.864 0.729 0.0587
```
Forces are in eV/Å.

Results
- Gap between HOMO and LUMO: 9.9185 eV
- Electronic energy: -8493.8416 eV
- Relative energy (zero: lowest compared OMol25 entry of this formula, charge and spin): 3.051 eV
- SMILES: C=C(C)CCC.O
- Maximum force: 0.113 hartree/bohr